Run a
Computed, not measured: a cluster of 4 separate species, C4H17NO3 in total, with ωB97M-V/def2-TZVPD.

Element x y z (Å)
H  -2.3997  -1.2661  -1.6870
H  2.6530  -1.6208  0.3098
H  -0.7890  -1.5753  0.4805
O  2.7194  0.0246  -1.2148
H  0.9149  2.5910  2.1831
H  0.0451  0.2897  -2.6935
O  1.7141  -1.8200  0.6203
C  0.1986  2.1720  1.2659
H  0.4716  0.0454  1.4851
H  3.4119  0.4175  -0.6901
H  -3.0354  -2.2294  -0.3836
H  1.8035  0.4500  -1.1593
O  0.2983  0.6506  -1.8791
C  -2.6388  -1.2112  -0.5779
H  -3.4740  -0.4814  -0.6429
H  1.7222  -2.7460  0.5650
H  -1.9126  1.1680  0.3485
H  -1.8448  -0.9591  1.5137
H  -0.8922  0.6146  2.4097
H  -0.7007  2.9134  1.3253
N  -1.1131  0.5001  0.2816
C  -1.6014  -0.8364  0.4152
H  0.6965  2.1077  0.2773
H  -0.4686  0.4522  -1.2902
C  -0.3357  0.7901  1.4745

Values from the calculation:
SMILES: CCNCC.O.O.O
LUMO: 0.790 eV
charge: 0
HOMO: -0.34779 hartree

Run b
Computed, not measured: a cluster of 4 separate species, C4H17NO3 in total, with ωB97M-V/def2-TZVPD.

Element x y z (Å)
O  0.8865  -1.7869  6.9577
H  3.1674  -0.8350  -1.7502
H  -2.4185  0.2697  -0.9835
H  -2.4682  2.9059  -2.2995
H  -3.3897  3.7756  -3.3127
H  -0.6055  -1.8006  -3.3607
H  1.0261  -1.2253  -0.4565
H  1.2802  0.3792  -0.7183
H  -1.8538  -2.0125  -2.2601
H  -1.5372  -1.0034  -0.0988
C  -1.4353  -0.0222  -0.5939
O  -3.2862  3.0729  -2.6747
H  -0.3649  0.5141  -2.3340
O  1.7245  1.3735  4.5552
C  1.0354  -0.5218  -1.2345
C  -0.5337  -0.3947  -1.7790
C  2.1298  -0.8026  -2.2617
H  1.8829  -0.0641  -3.1011
H  0.2069  -1.3000  6.6044
N  -1.1340  -1.3822  -2.5935
H  1.5303  1.1499  5.4717
H  -1.2831  0.9170  0.0081
H  1.7212  -1.7019  6.4786
H  1.9930  -1.8094  -2.8180
H  1.7258  2.3049  4.5550

Values from the calculation:
SMILES: CC[C@H](C)N.O.O.O
LUMO: 0.560 eV
charge: 0
HOMO: -0.31335 hartree

Stability verdict: run a, ahead by 0.511 eV

Run a
Computed, not measured: a cluster of 2 separate species, C2H6P2 in total, with ωB97M-V/def2-TZVPD.

Element x y z (Å)
H  -2.1781  -1.2712  1.0650
C  0.9149  1.4872  0.0877
H  -1.9896  -1.6434  -0.9684
P  1.5337  -1.3942  -0.2344
H  1.5079  1.7648  0.9679
H  0.5342  -2.2253  -0.4007
C  0.7343  -0.0205  0.0425
H  1.2252  1.9781  -0.9213
P  -2.2433  -0.4973  -0.0422
H  -0.0392  1.8217  0.4038

Values from the calculation:
LUMO (spin up / spin down): -0.859 / -0.385 eV
charge: 0
HOMO (spin up / spin down): -0.29609 / -0.30897 hartree

Run b
Computed, not measured: a structure of composition C2H6P2, with ωB97M-V/def2-TZVPD.

Element x y z (Å)
H  0.3834  -0.1063  0.9615
P  -2.1128  0.6448  1.0709
C  1.5795  -0.1826  -0.6507
H  -2.4106  -0.7065  -0.8539
C  1.3555  0.1684  0.6266
H  0.8023  -0.7591  -1.1335
H  2.3293  0.2540  -1.3292
P  -2.7978  -1.1719  0.3875
H  -1.1261  1.1018  -0.3688
H  1.9973  0.7574  1.2896

Values from the calculation:
LUMO: -1.125 eV
charge: 0
HOMO: -0.34476 hartree

Stability verdict: run b, ahead by 1.409 eV

Run a
Computed, not measured: a cluster of 3 separate species, C2H9O3 in total, with ωB97M-V/def2-TZVPD.

Element x y z (Å)
O  -2.5167  -1.9141  -2.4230
H  0.1764  -1.6376  -0.6177
H  -0.4303  -0.0098  -0.5942
H  2.1311  0.4391  0.2739
H  1.8327  -0.2163  1.9489
O  -0.0596  1.2870  -0.3032
C  0.2310  1.1626  1.0527
H  -1.6945  -1.6541  -1.8787
H  2.3029  1.4382  1.6546
H  -0.4246  0.4945  1.6390
O  -0.6374  -1.1078  -0.6971
C  1.6923  0.6152  1.2540
H  0.1432  2.1574  1.4976
H  -2.7466  -1.0542  -2.8068

Values from the calculation:
LUMO: 4.368 eV
charge: -1
HOMO: -0.13642 hartree

Run b
Computed, not measured: a cluster of 3 separate species, C2H9O3 in total, with ωB97M-V/def2-TZVPD.

Element x y z (Å)
C  2.6744  -0.2551  -0.6275
H  3.0060  -0.8582  0.2290
H  -0.4314  -0.2530  0.1209
O  -3.9942  -0.1436  1.6503
H  0.9095  0.8004  -1.1983
O  0.5121  -0.2318  0.5211
H  3.5745  0.4166  -0.8460
O  -2.3244  0.4904  -0.4304
H  2.4954  -0.9466  -1.5274
C  1.3685  0.4610  -0.3351
H  -3.4075  -0.4766  2.3204
H  1.6703  1.3312  0.2619
H  -2.5341  -0.2629  -0.9287
H  -3.5191  -0.0718  0.7897

Values from the calculation:
LUMO: 3.843 eV
charge: -1
HOMO: -0.13341 hartree

Stability verdict: run a, ahead by 0.494 eV